Record 1
Formula: C6H10N2O2
Source: the OMol25 dataset
Level of theory: ωB97M-V with the def2-TZVPD basis set

For the relative energy (zero: lowest compared OMol25 entry of this formula, charge and spin), the calculation gives 132.7 kcal per mole. As for the calculated total energy: -13454.1856 eV. The SMILES is [H]/N=C1\C=CCC1.C=[N+]([O-])O.

```
20
C6H10N2O2 ωB97M-V with the def2-TZVPD basis set
H 0.506 -2.692 -0.044
N 0.511 -1.743 0.552
C -0.472 -0.913 0.299
C -1.646 -0.901 -0.516
C -2.342 0.279 -0.411
C -1.866 1.026 0.817
C -0.619 0.233 1.248
H -1.673 -1.554 -1.357
H -3.268 0.411 -0.940
H -1.731 2.128 0.593
H -2.640 0.927 1.559
H 0.368 0.890 1.347
H -0.629 -0.230 2.220
C 3.477 0.108 -1.224
N 2.803 0.246 -0.072
O 1.993 1.163 0.140
O 2.959 -0.856 0.739
H 4.128 -0.744 -1.298
H 3.389 0.758 -2.107
H 2.036 -1.169 0.934
```

=====

Record 2
Formula: C29H40NO2Si2
Source: the OMol25 dataset
Level of theory: ωB97M-V with the def2-TZVPD basis set

As for the calculated total energy: -52056.1600 eV. The net charge is +1.

```
74
C29H40NO2Si2 ωB97M-V with the def2-TZVPD basis set
C 2.861 1.401 2.644
Si 2.790 0.073 3.955
C 2.441 -1.588 3.162
C 4.428 -0.004 4.859
O 1.608 0.476 5.065
N 0.310 0.420 4.563
O 0.006 1.401 3.627
Si -0.452 2.850 4.325
C 0.742 4.196 3.802
C -2.167 3.272 3.706
C -0.483 2.734 6.196
C -0.629 -0.534 5.019
C -0.192 -1.593 5.698
C -2.061 -0.274 4.808
C -2.917 -0.110 5.894
C -4.249 0.181 5.698
C -4.748 0.314 4.417
C -3.906 0.162 3.331
C -2.571 -0.124 3.524
H 3.639 1.184 1.918
H 1.903 1.459 2.135
H 3.069 2.360 3.107
H 3.229 -1.811 2.449
H 2.413 -2.379 3.905
H 1.491 -1.569 2.636
H 5.237 -0.210 4.163
H 4.627 0.941 5.355
H 4.407 -0.789 5.609
H 0.386 5.157 4.165
H 1.728 4.005 4.217
H 0.815 4.230 2.718
H -2.435 4.283 4.004
H -2.198 3.197 2.622
H -2.887 2.575 4.126
H -0.795 3.694 6.602
H -1.185 1.971 6.521
H 0.503 2.487 6.580
H -0.874 -2.322 6.084
H 0.854 -1.739 5.868
H -2.516 -0.196 6.890
H -4.899 0.322 6.546
H -5.789 0.556 4.266
H -4.292 0.289 2.332
H -1.901 -0.211 2.685
C 0.196 -7.354 -5.421
C 0.080 -6.724 -4.073
C 0.948 -5.699 -3.713
C 0.877 -5.113 -2.473
C -0.070 -5.538 -1.517
C -0.047 -4.929 -0.235
C -0.719 -5.270 0.966
C -0.699 -4.341 2.030
C -1.403 -4.571 3.185
C -2.150 -5.732 3.352
C -2.946 -5.929 4.598
C -2.113 -6.692 2.343
C -1.401 -6.484 1.188
C -0.993 -6.524 -1.924
C -0.900 -7.112 -3.162
H -0.414 -8.255 -5.504
H -0.121 -6.664 -6.204
H 1.228 -7.637 -5.630
H 1.691 -5.378 -4.422
H 1.562 -4.326 -2.211
H 0.579 -4.055 -0.165
H -0.137 -3.430 1.914
H -1.401 -3.837 3.972
H -3.633 -6.772 4.515
H -2.299 -6.111 5.457
H -3.543 -5.044 4.819
H -2.656 -7.614 2.472
H -1.300 -7.289 0.484
H -1.823 -6.772 -1.289
H -1.593 -7.890 -3.432
```

=====

Record 3
Formula: C5H9NO2
Source: the OMol25 dataset
Level of theory: ωB97M-V with the def2-TZVPD basis set

For the relative energy (zero: lowest compared OMol25 entry of this formula, charge and spin), the calculation gives 204.5 kcal per mole. As for the calculated total energy: -10907.7093 eV.

```
17
C5H9NO2 ωB97M-V with the def2-TZVPD basis set
C -0.222 -0.515 0.004
C -1.713 -0.306 -0.526
C -0.047 0.927 0.033
C 1.423 1.063 0.673
C 1.063 -1.045 -0.608
H -1.403 -0.805 1.704
H -1.349 0.201 -1.528
H -2.702 -1.056 -0.541
H -1.808 1.657 -0.179
H -0.212 1.151 -1.037
H 2.169 1.883 0.698
H 1.524 0.235 1.591
H 1.627 -1.903 0.020
H 1.372 -1.251 -1.744
N -1.544 0.806 0.288
O -0.211 -1.082 1.415
O 2.033 0.039 -0.262
```

=====

Record 4
Formula: C17H43BeO19S5
Source: the OMol25 dataset
Level of theory: ωB97M-V with the def2-TZVPD basis set

For the relative energy (zero: lowest compared OMol25 entry of this formula, charge and spin), the calculation gives 80.4 kcal per mole. As for the calculated total energy: -111799.6981 eV. The net charge is -1.

```
85
C17H43BeO19S5 ωB97M-V with the def2-TZVPD basis set
Be -0.137 -0.773 0.075
C -1.627 1.457 1.419
O -1.949 0.924 0.342
O -0.806 0.786 2.073
O -2.153 2.486 1.837
C 1.952 -3.516 -1.168
O 0.685 -2.887 -1.105
H 2.043 -4.262 -0.378
H 2.234 -3.929 -2.136
H 2.808 -2.877 -0.949
O -3.532 -4.555 -0.485
S -3.453 -3.170 0.099
O -2.407 -2.297 -0.380
O -4.966 -2.410 0.211
C -4.975 -1.137 0.790
C -6.073 -0.271 0.077
C -3.133 -3.362 1.943
H -4.030 -0.612 0.650
H -5.088 -1.184 1.873
H -6.004 -0.198 -1.008
H -6.284 0.710 0.503
H -7.004 -0.798 0.286
H -4.076 -3.683 2.384
H -2.863 -2.385 2.342
H -2.356 -4.112 2.093
O 1.259 3.289 -2.969
S 0.764 2.957 -1.648
O 0.807 1.567 -1.095
O 1.731 3.819 -0.596
C 2.025 5.153 -0.946
C 2.496 5.711 0.326
C -0.844 3.746 -1.354
H 1.175 5.697 -1.357
H 2.738 5.052 -1.765
H 3.261 5.073 0.768
H 1.663 5.808 1.022
H 2.991 6.652 0.086
H -1.689 3.142 -1.685
H -0.868 4.754 -1.768
H -0.931 3.786 -0.268
O -0.663 -0.396 -2.485
S -1.507 0.430 -3.331
O -1.099 1.824 -3.587
O -1.832 -0.349 -4.736
C -2.204 0.412 -5.855
C -3.322 -0.393 -6.513
C -3.210 0.398 -2.731
H -1.417 0.538 -6.599
H -2.623 1.357 -5.510
H -2.999 -1.416 -6.707
H -3.589 -0.068 -7.519
H -4.164 -0.528 -5.834
H -3.309 -0.507 -2.132
H -3.861 0.553 -3.591
H -3.383 1.200 -2.013
O -0.322 -2.366 2.049
S 0.362 -2.859 3.247
O -0.081 -4.095 3.866
O 2.020 -2.902 2.978
C 2.837 -3.494 3.998
C 4.264 -3.240 3.584
C 0.311 -1.507 4.620
H 2.661 -4.564 4.114
H 2.623 -3.086 4.985
H 4.767 -3.910 2.886
H 4.742 -3.164 4.561
H 4.335 -2.240 3.156
H -0.707 -1.396 4.995
H 0.800 -0.603 4.259
H 1.052 -1.883 5.325
O 1.953 -0.526 1.422
S 2.845 0.398 2.163
O 3.130 0.272 3.579
O 4.281 0.542 1.365
C 4.254 0.499 -0.116
C 5.686 0.610 -0.638
C 2.248 2.133 1.952
H 3.536 1.258 -0.428
H 3.842 -0.473 -0.387
H 6.074 1.584 -0.343
H 5.632 0.541 -1.725
H 6.289 -0.172 -0.177
H 1.363 2.197 1.319
H 3.042 2.706 1.472
H 1.956 2.530 2.924
```

=====

Record 5
Formula: C2HF6NO5S2Sr
Source: the OMol25 dataset
Level of theory: ωB97M-V with the def2-TZVPD basis set

As for the calculated total energy: -52625.3811 eV.

```
18
C2HF6NO5S2Sr ωB97M-V with the def2-TZVPD basis set
Sr 0.697 0.776 2.351
N -0.672 -0.931 -1.034
S -1.681 -0.779 0.157
O -2.571 -1.921 0.257
O -1.050 -0.325 1.441
C -2.770 0.682 -0.258
F -3.420 0.434 -1.378
F -2.018 1.758 -0.411
F -3.630 0.875 0.723
S 0.754 -0.111 -1.074
O 1.012 0.329 -2.466
C 1.879 -1.596 -0.862
F 1.687 -2.138 0.329
F 1.657 -2.497 -1.800
F 3.132 -1.174 -0.953
O 2.129 2.525 2.127
H 3.088 2.450 2.188
O 1.777 1.643 0.661
```

=====

Record 6
Formula: C3H3FO2
Source: the OMol25 dataset
Level of theory: ωB97M-V with the def2-TZVPD basis set

For the relative energy (zero: lowest compared OMol25 entry of this formula, charge and spin), the calculation gives 105.3 kcal per mole. As for the calculated total energy: -9966.9935 eV. The SMILES is OC#CF.C=O.

```
9
C3H3FO2 ωB97M-V with the def2-TZVPD basis set
O 2.203 0.619 -0.190
C 1.400 -0.099 -0.951
C 0.851 -1.041 -1.460
F -0.147 -1.757 -1.980
H 1.820 1.526 -0.256
C -1.493 0.214 1.214
O -1.664 0.880 0.235
H -2.370 -0.229 1.886
H -0.600 -0.112 1.502
```

=====

Record 7
Formula: C2H8IN4O2
Source: the OMol25 dataset
Level of theory: ωB97M-V with the def2-TZVPD basis set

For the relative energy (zero: lowest compared OMol25 entry of this formula, charge and spin), the calculation gives 74.4 kcal per mole. As for the calculated total energy: -20362.2364 eV. The net charge is -1.

```
17
C2H8IN4O2 ωB97M-V with the def2-TZVPD basis set
I -24.605 -2.177 -7.301
C -26.219 -5.494 -6.558
O -26.613 -6.488 -5.978
N -25.982 -4.361 -5.958
N -26.060 -5.592 -7.812
H -25.928 -4.344 -4.950
H -25.384 -3.737 -6.480
H -26.021 -6.573 -8.051
H -25.536 -4.858 -8.266
C -26.404 -1.468 -4.438
O -25.295 -0.988 -4.394
N -27.241 -1.409 -3.454
N -26.900 -2.094 -5.459
H -26.928 -0.827 -2.690
H -28.191 -1.752 -3.465
H -27.836 -2.464 -5.549
H -26.313 -2.201 -6.274
```

=====

Record 8
Formula: C39H54F6InN6O7P3S2
Source: the OMol25 dataset
Level of theory: ωB97M-V with the def2-TZVPD basis set

For the relative energy (zero: lowest compared OMol25 entry of this formula, charge and spin), the calculation gives 41.8 kcal per mole. As for the calculated total energy: -135611.8384 eV.

```
118
C39H54F6InN6O7P3S2 ωB97M-V with the def2-TZVPD basis set
In -1.517 0.201 -0.982
O -2.441 2.160 3.430
C -1.345 2.283 2.956
O -0.913 1.428 1.971
C -0.296 3.264 3.244
C -0.360 4.288 4.185
C 0.728 5.125 4.322
C 1.868 4.931 3.529
C 1.937 3.919 2.593
C 0.828 3.083 2.456
S 0.621 1.749 1.376
H -1.250 4.401 4.789
H 0.710 5.926 5.047
H 2.719 5.586 3.660
H 2.820 3.779 1.984
C 2.182 -3.154 1.175
P 1.878 -1.399 1.681
C 3.637 -0.840 1.386
N 4.506 -0.817 2.358
C 5.803 -0.532 2.060
C 6.770 -0.527 3.093
C 8.081 -0.301 2.791
C 8.483 -0.061 1.454
C 7.564 -0.051 0.446
C 6.200 -0.289 0.738
N 5.283 -0.273 -0.267
C 4.036 -0.508 0.029
P 2.752 -0.471 -1.322
C 3.558 -1.671 -2.459
C 3.071 1.151 -2.224
C 1.914 1.284 -3.221
C 2.991 2.292 -1.209
C 4.406 1.221 -2.965
C 1.723 -1.582 3.541
C 0.280 -2.058 3.762
C 1.875 -0.188 4.160
C 2.684 -2.567 4.205
H 3.091 -3.562 1.616
H 2.259 -3.206 0.089
H 1.326 -3.760 1.475
H 6.439 -0.718 4.105
H 8.825 -0.308 3.576
H 9.528 0.116 1.238
H 7.842 0.132 -0.583
H 4.615 -1.442 -2.588
H 3.046 -1.655 -3.422
H 3.459 -2.678 -2.048
H 0.949 1.337 -2.710
H 1.872 0.444 -3.918
H 2.037 2.199 -3.806
H 2.026 2.289 -0.701
H 3.086 3.251 -1.726
H 3.788 2.226 -0.465
H 4.417 0.557 -3.830
H 5.245 0.969 -2.318
H 4.551 2.241 -3.334
H -0.430 -1.462 3.185
H 0.021 -1.967 4.821
H 0.154 -3.105 3.477
H 1.079 0.477 3.820
H 2.835 0.264 3.909
H 1.809 -0.263 5.248
H 2.506 -3.588 3.865
H 2.517 -2.551 5.286
H 3.724 -2.308 4.016
O 0.395 -2.589 -2.506
C 0.356 -2.132 -1.474
F -4.048 0.741 -3.169
C -3.920 -0.314 -4.007
F -3.826 0.171 -5.244
F -5.029 -1.041 -3.906
S -2.420 -1.273 -3.545
O -2.288 -2.285 -4.543
O -2.747 -1.711 -2.184
O -1.403 -0.215 -3.536
F -3.553 -5.479 3.758
C -4.266 -4.344 3.783
F -4.362 -3.957 5.065
F -5.508 -4.645 3.367
C -3.647 -3.273 2.922
C -3.897 -1.938 3.193
C -3.338 -0.986 2.356
N -2.574 -1.299 1.312
C -2.343 -2.586 1.063
C -2.855 -3.613 1.840
H -4.500 -1.642 4.040
H -3.477 0.071 2.551
H -1.719 -2.802 0.204
H -2.635 -4.645 1.608
C -1.949 6.783 -1.333
N -1.309 5.544 -0.942
C 0.063 5.658 -0.490
P -2.031 4.086 -1.224
O -1.068 2.995 -0.913
N -2.569 3.981 -2.778
C -3.884 4.359 -3.266
C -1.705 3.292 -3.741
N -3.441 4.140 -0.339
C -3.433 4.756 0.987
C -4.197 2.887 -0.336
H -1.935 7.500 -0.506
H -2.988 6.605 -1.606
H -1.442 7.242 -2.189
H 0.121 6.240 0.436
H 0.682 6.153 -1.245
H 0.464 4.664 -0.305
H -4.464 4.810 -2.465
H -4.429 3.486 -3.637
H -3.797 5.081 -4.083
H -1.616 2.226 -3.531
H -0.704 3.725 -3.751
H -2.135 3.411 -4.735
H -2.679 5.538 1.037
H -3.229 4.020 1.770
H -4.410 5.201 1.186
H -4.199 2.441 -1.330
H -5.231 3.083 -0.045
H -3.767 2.167 0.371
```

=====

Question: What is the formula in the fifth record?
Answer: C2HF6NO5S2Sr